Computed, not measured: one molecule with the formula C4H6S3 at a distorted geometry, with ωB97M-V with the def2-TZVPD basis set.

Energy ... -1350.4938 hartree
F_max ... 4.7 eV/A
LUMO ... -0.0186 Eh
Structure (SMILES) ... C[C@@H]1SCSC1=S
ΔE to the lowest compared entry with this formula, charge and spin ... 33.4 kcal/mol
HOMO-LUMO gap ... 7.88 eV

Cartesian coordinates (Å):
C -0.993 2.059 -0.340
C -0.102 1.019 0.335
S 1.604 0.979 -0.122
C 1.969 -0.636 0.503
S 0.487 -1.627 -0.373
C -0.600 -0.297 0.148
S -2.218 -0.547 0.144
H -0.942 2.024 -1.398
H -0.864 3.104 -0.050
H -2.092 1.536 0.046
H -0.395 1.321 1.434
H 2.801 -1.033 0.019
H 1.886 -0.694 1.676

=====

Computed, not measured: a 9-piece molecular cluster, C18H54O18 overall at a distorted geometry, with ωB97M-V with the def2-TZVPD basis set.

Energy ... -2072.2246 hartree
F_max ... 4.3 eV/A
LUMO ... -0.0003 Eh
Structure (SMILES) ... OCCO.OCCO.OCCO.OCCO.OCCO.OCCO.OCCO.OCCO.OCCO
ΔE to the lowest compared entry with this formula, charge and spin ... 111.8 kcal/mol
HOMO-LUMO gap ... 9.57 eV

Cartesian coordinates (Å):
O -8.487 4.096 -2.318
C -7.307 4.216 -1.524
C -6.707 2.839 -1.173
O -5.399 2.900 -0.574
H -9.157 3.535 -1.921
H -6.640 4.808 -2.151
H -7.466 4.853 -0.654
H -6.573 2.200 -2.046
H -7.341 2.223 -0.535
H -5.185 1.965 -0.537
O 7.147 -2.547 0.640
C 7.123 -2.715 2.051
C 8.444 -2.660 2.796
O 8.898 -3.925 2.522
H 6.260 -2.230 0.454
H 6.512 -1.851 2.311
H 6.447 -3.542 2.270
H 8.410 -2.582 3.883
H 9.047 -1.851 2.385
H 9.089 -4.048 1.590
O 5.329 3.894 3.420
C 6.329 3.771 4.458
C 7.456 4.843 4.370
O 8.309 4.601 3.280
H 4.940 4.772 3.450
H 5.919 3.989 5.445
H 6.679 2.751 4.301
H 8.157 4.851 5.205
H 7.049 5.852 4.305
H 7.835 4.624 2.445
O -0.814 1.417 -4.731
C -0.312 2.534 -5.543
C -1.148 3.822 -5.136
O -0.817 4.449 -3.872
H -0.722 0.687 -5.348
H 0.775 2.515 -5.624
H -0.603 2.367 -6.580
H -2.183 3.543 -5.329
H -0.895 4.544 -5.912
H -1.239 3.900 -3.207
O -1.597 -1.634 -0.001
C -0.550 -1.708 0.898
C 0.606 -0.829 0.463
O 1.260 -1.361 -0.643
H -1.480 -2.354 -0.625
H -0.983 -1.458 1.867
H -0.260 -2.747 1.053
H 1.326 -0.715 1.273
H 0.278 0.197 0.298
H 0.905 -1.014 -1.465
O 1.355 -6.969 -2.403
C 0.327 -7.860 -2.126
C -0.935 -7.605 -2.987
O -1.315 -6.271 -2.764
H 0.836 -6.166 -2.324
H 0.832 -8.824 -2.168
H 0.041 -7.795 -1.076
H -1.740 -8.318 -2.807
H -0.763 -7.678 -4.061
H -1.889 -6.036 -3.496
O -2.902 4.344 5.683
C -1.983 4.683 4.730
C -2.573 5.908 3.906
O -3.747 5.566 3.347
H -3.558 3.816 5.224
H -1.057 4.969 5.228
H -1.866 3.826 4.067
H -1.871 6.049 3.083
H -2.542 6.868 4.421
H -3.721 4.686 2.966
O -9.377 -1.233 6.894
C -9.702 -0.012 6.178
C -8.826 0.269 4.971
O -7.425 0.542 5.241
H -8.426 -1.352 6.955
H -10.754 -0.083 5.900
H -9.598 0.931 6.714
H -9.197 1.173 4.489
H -8.886 -0.480 4.181
H -6.971 -0.285 5.420
O 5.944 -2.906 -6.413
C 5.129 -4.054 -6.455
C 5.104 -4.887 -7.690
O 4.619 -4.179 -8.761
H 5.653 -2.245 -7.045
H 5.456 -4.722 -5.657
H 4.096 -3.758 -6.272
H 4.591 -5.844 -7.598
H 6.127 -5.177 -7.930
H 4.852 -4.673 -9.550

=====

Computed, not measured: one molecule with the formula C5H11NO, with ωB97M-V with the def2-TZVPD basis set.

Energy ... -327.1225 hartree
F_max ... 0.5 eV/A
LUMO ... 0.0353 Eh
Structure (SMILES) ... CC[C@@H](C)NC=O
ΔE to the lowest compared entry with this formula, charge and spin ... 5.5 kcal/mol
HOMO-LUMO gap ... 10.66 eV

Cartesian coordinates (Å):
C 0.108 0.897 1.923
C 0.600 -0.311 1.129
C 0.345 -0.198 -0.381
C 0.993 -1.348 -1.151
N -1.075 -0.134 -0.693
C -1.705 0.909 -1.297
O -2.856 0.891 -1.688
H 0.610 1.816 1.596
H -0.970 1.035 1.789
H 0.301 0.776 2.995
H 1.679 -0.449 1.279
H 0.117 -1.226 1.500
H 0.782 0.747 -0.731
H 2.074 -1.372 -0.984
H 0.583 -2.309 -0.817
H 0.807 -1.246 -2.225
H -1.617 -0.989 -0.635
H -1.049 1.800 -1.388

=====

Computed, not measured: one molecule with the formula CH2N2O3S at a distorted geometry, with ωB97M-V with the def2-TZVPD basis set.

Energy ... -772.5597 hartree
F_max ... 4.9 eV/A
LUMO ... -0.0267 Eh
Structure (SMILES) ... O=CN(S)[N+](=O)[O-]
ΔE to the lowest compared entry with this formula, charge and spin ... 92.3 kcal/mol
HOMO-LUMO gap ... 9.59 eV

Cartesian coordinates (Å):
O 1.806 0.958 0.797
C 1.105 -0.017 0.702
N -0.003 -0.047 -0.193
S -0.373 1.582 -1.213
N -0.907 -1.038 -0.330
O -0.762 -2.064 0.305
O -1.813 -0.760 -1.095
H 0.999 -0.968 1.187
H -0.052 2.355 -0.158

=====

Computed, not measured: a 8-piece molecular cluster, C18H48F6N7O9P overall at a distorted geometry, with ωB97M-V with the def2-TZVPD basis set.

Energy ... -2713.5263 hartree
F_max ... 6.3 eV/A
LUMO (spin up / spin down) ... -0.4228 / -0.6761 Eh
Net charge ... +5
<S²> ... 0.755
Multiplicity ... 2
HOMO-LUMO gap (spin up / spin down) ... 9.84 / 2.93 eV

Cartesian coordinates (Å):
C 4.071 -1.372 -3.554
C 2.961 -0.416 -3.249
O 3.162 0.827 -3.315
N 1.575 -1.017 -3.058
H 1.851 -1.836 -2.536
H 1.082 -0.452 -2.381
C 0.835 -1.348 -4.387
H 4.917 -0.806 -3.945
H 3.790 -1.978 -4.416
H 4.356 -2.106 -2.800
H -0.089 -1.858 -4.114
H 1.450 -1.879 -5.113
H 0.662 -0.299 -4.629
C 2.355 -0.665 3.106
C 3.122 -1.703 3.972
O 4.067 -2.337 3.426
N 2.641 -1.989 5.417
H 2.506 -1.057 5.783
H 1.725 -2.414 5.391
C 3.596 -2.992 6.146
H 2.190 -1.104 2.122
H 2.983 0.211 2.947
H 1.413 -0.234 3.444
H 3.716 -3.915 5.580
H 3.095 -3.207 7.090
H 4.542 -2.455 6.224
C -2.464 2.123 0.057
C -3.778 2.904 -0.002
O -4.847 2.353 -0.044
N -3.666 4.366 0.392
H -3.613 4.482 1.394
H -2.807 4.775 0.054
C -4.932 5.179 -0.108
H -1.998 1.964 1.030
H -1.718 2.549 -0.613
H -2.525 1.147 -0.424
H -5.834 4.799 0.373
H -5.044 4.931 -1.164
H -4.778 6.253 -0.009
C -2.434 -1.680 -1.682
C -1.512 -2.930 -1.756
O -1.316 -3.545 -2.842
N -0.747 -3.241 -0.491
H 0.190 -3.548 -0.708
H -0.621 -2.390 0.038
C -1.536 -4.362 0.315
H -2.698 -1.340 -0.681
H -3.353 -1.760 -2.263
H -1.897 -0.837 -2.117
H -2.596 -4.130 0.215
H -1.129 -4.341 1.326
H -1.300 -5.300 -0.188
C -6.109 0.208 2.490
C -4.881 -0.617 2.055
O -4.314 -0.577 0.991
N -4.326 -1.562 3.156
H -4.606 -1.225 4.066
H -4.739 -2.482 3.118
C -2.763 -1.637 3.078
H -5.871 1.268 2.401
H -6.438 -0.157 3.464
H -6.834 0.041 1.693
H -2.381 -0.623 2.965
H -2.575 -2.296 2.229
H -2.424 -2.143 3.982
C 4.154 1.152 -0.160
C 5.373 1.442 -1.032
O 5.912 0.621 -1.777
N 6.267 2.653 -0.702
H 6.026 3.224 0.095
H 7.212 2.371 -0.486
C 6.424 3.485 -1.998
H 4.066 0.067 -0.104
H 3.203 1.543 -0.520
H 4.325 1.548 0.841
H 5.512 3.789 -2.511
H 7.033 2.868 -2.659
H 6.963 4.397 -1.739
P -2.141 1.781 -3.961
F -1.831 0.576 -4.954
F -0.881 1.170 -3.114
F -1.220 2.795 -4.804
F -2.476 2.854 -2.818
F -3.297 2.338 -4.886
F -3.165 0.769 -3.276
N 0.303 0.079 0.425
O 0.419 -0.054 -0.800
O -0.586 -0.576 1.086
O 1.046 0.890 0.910

=====

Computed, not measured: C29H29BN11O5Y as an isolated structure at a distorted geometry, with ωB97M-V with the def2-TZVPD basis set.

Energy ... -2164.1180 hartree
F_max ... 2.0 eV/A
LUMO (spin up / spin down) ... -0.1237 / -0.1801 Eh
Net charge ... +1
<S²> ... 0.766
ΔE to the lowest compared entry with this formula, charge and spin ... 16.5 kcal/mol
Multiplicity ... 2
HOMO-LUMO gap (spin up / spin down) ... 7.99 / 6.45 eV

Cartesian coordinates (Å):
Y 1.030 0.768 -0.345
C 0.109 3.157 -2.027
C -1.310 3.448 -2.145
C -1.724 4.084 -0.997
C -0.622 4.181 -0.140
C 0.524 3.587 -0.784
H 0.726 2.819 -2.845
H -1.909 3.232 -3.010
H -2.713 4.446 -0.780
H -0.619 4.683 0.812
H 1.546 3.721 -0.451
C 2.628 2.244 3.378
C 1.617 2.361 2.432
N 1.360 1.178 1.869
N 2.204 0.290 2.443
C 2.969 0.908 3.353
B 2.075 -1.241 2.208
N 2.733 -1.661 0.874
C 3.391 -2.800 0.614
C 3.666 -2.849 -0.736
C 3.111 -1.680 -1.243
N 2.537 -0.973 -0.266
N 0.584 -1.547 2.027
C -0.270 -2.197 2.827
C -1.472 -2.325 2.164
C -1.255 -1.707 0.937
N -0.014 -1.227 0.857
N 2.752 -1.981 3.334
C 4.095 -2.151 3.447
C 4.340 -2.858 4.598
C 3.068 -3.073 5.150
N 2.143 -2.538 4.385
H 3.054 3.014 3.987
H 1.065 3.239 2.151
H 3.706 0.386 3.930
H 3.628 -3.507 1.381
H 4.193 -3.613 -1.269
H 3.130 -1.322 -2.255
H 0.048 -2.524 3.796
H -2.367 -2.800 2.508
H -1.939 -1.619 0.114
H 4.770 -1.761 2.711
H 5.284 -3.182 4.984
H 2.802 -3.587 6.052
O -6.260 0.868 -0.945
C -5.671 1.566 0.123
C -4.178 1.427 0.054
C -3.356 1.839 1.097
C -1.989 1.668 0.975
N -1.404 1.091 -0.073
C -2.196 0.649 -1.067
C -3.576 0.832 -1.047
C -1.541 -0.093 -2.164
C -2.261 -0.924 -3.017
C -1.604 -1.615 -4.030
C -2.361 -2.574 -4.913
O -3.712 -2.242 -5.073
C -0.242 -1.389 -4.193
C 0.401 -0.557 -3.297
N -0.208 0.045 -2.275
H -7.218 0.916 -0.873
H -6.020 1.180 1.093
H -5.931 2.636 0.083
H -3.772 2.282 1.987
H -1.324 1.971 1.775
H -4.212 0.520 -1.858
H -3.322 -1.074 -2.895
H -2.353 -3.559 -4.424
H -1.849 -2.675 -5.879
H -3.798 -1.481 -5.660
H 0.311 -1.865 -4.988
H 1.453 -0.336 -3.415
O 4.540 1.421 -1.668
N 3.415 1.467 -1.290
O 2.456 1.198 -2.047
O 3.113 1.784 -0.127

=====

Computed, not measured: a 2-piece molecular cluster, C14H25N2O9 overall at a distorted geometry, with ωB97M-V with the def2-TZVPD basis set.

Energy ... -1335.2673 hartree
F_max ... 1.9 eV/A
LUMO ... 0.0920 Eh
Net charge ... -1
ΔE to the lowest compared entry with this formula, charge and spin ... 0.0 kcal/mol
HOMO-LUMO gap ... 8.39 eV

Cartesian coordinates (Å):
O -1.744 -6.123 -2.358
O -1.305 0.413 0.522
O 0.843 1.391 5.283
O 1.209 -2.207 -3.801
O -1.298 2.014 -0.956
O 1.739 5.519 0.300
O 1.868 3.260 3.741
O -1.005 4.156 0.386
O -1.380 2.298 2.301
C -1.313 -5.085 -2.835
C -1.183 0.808 -0.658
C -0.018 2.067 4.718
C 0.745 -2.661 -2.761
N 1.511 -3.264 -1.840
N -1.272 -3.978 -2.100
C -0.827 -5.064 -4.270
C -1.449 1.991 5.238
C 2.964 -3.401 -1.919
C 1.406 4.169 0.666
C -0.805 -0.189 -1.767
C 0.427 3.146 3.708
C 0.043 4.097 1.373
C -0.047 2.828 2.271
C -1.156 -1.642 -1.413
C -0.773 -2.654 -2.510
H 2.474 5.523 -0.332
H 2.219 2.475 4.212
H -1.107 3.290 -0.118
H -1.492 1.664 1.531
H 1.039 -3.639 -1.031
H -1.660 -4.061 -1.174
H 0.246 -4.886 -4.289
H -1.043 -6.027 -4.729
H -1.341 -4.277 -4.819
H -1.452 1.816 6.316
H -1.976 1.173 4.739
H -1.978 2.925 5.029
H 3.384 -2.587 -2.515
H 3.221 -4.350 -2.390
H 3.394 -3.362 -0.917
H 2.194 3.783 1.317
H 1.371 3.532 -0.225
H 0.268 -0.112 -1.949
H -1.325 0.079 -2.690
H -0.019 4.094 4.021
H -0.057 4.982 2.007
H 0.598 2.045 1.856
H -2.233 -1.703 -1.245
H -0.649 -1.923 -0.489
H -1.258 -2.346 -3.436

=====

Computed, not measured: C26H22AsNOPtS3 as an isolated structure, with ωB97M-V with the def2-TZVPD basis set.

Energy ... -4683.6056 hartree
F_max ... 0.8 eV/A
LUMO ... -0.0326 Eh
ΔE to the lowest compared entry with this formula, charge and spin ... 0.0 kcal/mol
HOMO-LUMO gap ... 6.66 eV

Cartesian coordinates (Å):
Pt -0.300 -0.760 1.040
S 1.426 -1.844 -0.058
C 0.885 -3.530 0.033
C 1.785 -4.588 0.099
C 1.314 -5.891 0.188
C -0.046 -6.168 0.208
C -0.957 -5.125 0.109
C -0.485 -3.828 0.009
As -1.465 -2.213 -0.258
C -3.335 -2.368 0.153
C -4.304 -2.227 -0.834
C -5.644 -2.315 -0.490
C -6.011 -2.536 0.831
C -5.041 -2.668 1.815
C -3.699 -2.585 1.477
C -1.332 -1.905 -2.154
C -1.668 -2.923 -3.039
C -1.547 -2.711 -4.404
C -1.090 -1.489 -4.878
C -0.741 -0.480 -3.990
C -0.856 -0.687 -2.623
H 2.850 -4.391 0.106
H 2.025 -6.705 0.259
H -0.393 -7.188 0.299
H -2.024 -5.318 0.111
H -4.015 -2.041 -1.861
H -6.403 -2.205 -1.254
H -7.059 -2.597 1.096
H -5.317 -2.817 2.850
H -2.944 -2.666 2.250
H -2.012 -3.882 -2.667
H -1.803 -3.502 -5.097
H -0.991 -1.328 -5.944
H -0.360 0.463 -4.360
H -0.528 0.072 -1.921
S -3.519 -0.320 4.423
C -2.319 -0.240 3.367
N -1.436 -0.129 2.598
C -0.140 4.254 0.092
S -0.034 2.593 0.790
O 0.522 1.699 -0.269
C -1.819 2.344 0.812
C -2.430 1.796 -0.303
C -3.786 1.508 -0.260
C -4.516 1.782 0.890
C -3.897 2.353 1.993
C -2.539 2.629 1.960
H -0.679 4.208 -0.854
H 0.876 4.615 -0.057
H -0.669 4.884 0.807
H -1.836 1.572 -1.179
H -4.270 1.058 -1.117
H -5.570 1.536 0.930
H -4.461 2.539 2.897
H -2.035 3.009 2.841

=====

Computed, not measured: an isolated ion of composition C4H3N4 and charge +1 at a distorted geometry, with ωB97M-V with the def2-TZVPD basis set.

Energy ... -372.8353 hartree
F_max ... 5.8 eV/A
LUMO ... -0.2400 Eh
Structure (SMILES) ... C#[N+]c1nccnn1
Net charge ... +1
ΔE to the lowest compared entry with this formula, charge and spin ... 0.0 kcal/mol
HOMO-LUMO gap ... 7.36 eV

Cartesian coordinates (Å):
C 0.048 -1.932 -2.400
N -0.191 -1.274 -1.493
C -0.047 -0.421 -0.461
N -1.102 0.004 0.266
C -0.902 0.852 1.228
C 0.325 1.521 1.372
N 1.341 0.888 0.768
N 1.232 -0.089 -0.052
H 0.473 -2.787 -2.945
H -1.836 0.903 1.798
H 0.659 2.334 1.918

=====

Computed, not measured: C2H3BrI2 as an isolated structure at a distorted geometry, with ωB97M-V with the def2-TZVPD basis set.

Energy ... -3247.3275 hartree
F_max ... 6.2 eV/A
LUMO ... -0.0341 Eh
ΔE to the lowest compared entry with this formula, charge and spin ... 34.6 kcal/mol
HOMO-LUMO gap ... 8.58 eV

Cartesian coordinates (Å):
C -0.033 -0.889 0.638
C 0.082 0.732 -0.403
Br -0.116 2.196 0.863
I 2.081 0.721 -1.317
I -1.534 0.493 -1.839
H -0.523 -1.696 -0.002
H 0.971 -0.999 0.873
H -0.926 -0.558 1.188

=====

Computed, not measured: C30H27Cl5N3PRuS2Te as an isolated structure at a distorted geometry, with ωB97M-V with the def2-TZVPD basis set.

Energy ... -5124.9563 hartree
F_max ... 2.6 eV/A
LUMO (spin up / spin down) ... -0.1357 / -0.1653 Eh
Net charge ... +1
<S²> ... 0.926
ΔE to the lowest compared entry with this formula, charge and spin ... 83.7 kcal/mol
Multiplicity ... 2
HOMO-LUMO gap (spin up / spin down) ... 6.13 / 5.28 eV

Cartesian coordinates (Å):
Ru 1.141 0.599 -0.039
S 1.328 0.698 2.393
C 3.008 0.611 2.760
C 3.399 0.745 4.105
C 4.723 0.684 4.462
C 5.704 0.472 3.483
C 5.343 0.318 2.168
C 3.993 0.392 1.774
S 3.647 0.198 0.099
H 2.635 0.900 4.855
H 5.008 0.803 5.498
H 6.748 0.426 3.762
H 6.088 0.149 1.401
Cl 0.909 -0.941 -3.549
C 1.297 0.728 -3.354
C 1.502 1.259 -2.078
C 1.781 2.622 -2.044
Cl 1.951 3.300 -0.448
C 1.829 3.450 -3.153
Cl 2.075 5.144 -2.981
C 1.614 2.884 -4.406
Cl 1.647 3.870 -5.812
C 1.350 1.519 -4.506
Cl 1.041 0.830 -6.048
C -3.889 2.788 -1.190
N -2.497 3.341 -1.460
C -2.121 4.291 -0.316
N -2.250 3.650 0.942
C -3.595 3.130 1.133
N -3.940 2.169 0.088
C -3.169 0.935 0.171
P -1.300 1.196 -0.022
C -1.508 2.231 -1.587
C -1.232 2.632 1.183
H -4.119 2.073 -1.979
H -4.585 3.627 -1.237
H -2.507 3.874 -2.332
H -2.794 5.146 -0.384
H -1.093 4.615 -0.486
H -4.309 3.956 1.107
H -3.656 2.643 2.105
H -3.501 0.240 -0.602
H -3.351 0.452 1.131
H -1.830 1.568 -2.393
H -0.548 2.653 -1.864
H -0.243 3.083 1.151
H -1.371 2.223 2.187
Te 1.141 -2.093 -0.130
C 1.399 -4.235 0.059
C 1.576 -4.790 1.314
C 1.650 -6.172 1.428
C 1.560 -6.972 0.298
C 1.399 -6.395 -0.953
C 1.324 -5.015 -1.081
C -0.972 -2.286 0.146
C -1.801 -2.579 -0.931
C -3.155 -2.815 -0.718
C -3.681 -2.751 0.565
C -2.855 -2.436 1.636
C -1.501 -2.202 1.429
H 1.652 -4.163 2.191
H 1.781 -6.620 2.404
H 1.619 -8.048 0.393
H 1.334 -7.018 -1.835
H 1.209 -4.560 -2.056
H -1.390 -2.636 -1.932
H -3.795 -3.073 -1.553
H -4.731 -2.957 0.732
H -3.260 -2.397 2.640
H -0.856 -1.962 2.267